<P>
15
Properties=species:S:1:pos:R:3 method="wB97M-V/def2-TZVPD" smiles="C[C@@H]1CNC=[NH+]1" multiplicity=1 lumo_ev=-3.36 charge=+1 gap_ev=11.358
C 0.6330 -1.4344 -0.7279
C 0.6213 -0.0309 1.0664
C -0.6855 0.1614 0.2588
C -0.8359 1.5573 -0.3290
N 1.3394 -1.0366 0.2957
N -0.5249 -0.8376 -0.8033
H 0.9700 -2.1792 -1.4323
H 1.2028 0.8925 1.1239
H 0.4407 -0.3915 2.0814
H -1.5712 -0.0870 0.8511
H 0.0287 1.8188 -0.9342
H -0.9334 2.2833 0.4728
H -1.7273 1.6198 -0.9473
H 2.2582 -1.3648 0.5491
H -1.2158 -0.9711 -1.5251

---

<Q>
15
Properties=species:S:1:pos:R:3 method="wB97M-V/def2-TZVPD" multiplicity=1 lumo_ev="-6.26 / -5.80" charge=+1 gap_ev="7.264 / 8.020"
C -1.8790 0.2568 -0.0323
C 1.0957 -0.1506 0.3196
C 1.2919 1.1519 0.0058
C 2.0199 -1.2932 0.1692
N -1.1235 -0.7567 0.0126
N -3.1484 -0.0181 -0.1834
H -1.5839 1.3030 0.1051
H 0.4495 1.3522 -0.5586
H 2.2576 1.3148 -0.4576
H 1.2938 1.9645 0.8147
H 3.0315 -0.8908 0.0980
H 1.6613 -1.8404 -0.6706
H 1.8684 -2.0085 0.9444
H -3.9080 0.6570 -0.2978
H -3.3269 -1.0419 -0.2692

---

Ranking the structures above by energy, <P> is first and the second is 638.9 kJ/mol behind.